# 1
35
Properties=species:S:1:pos:R:3 method="wB97M-V/def2-TZVPD" multiplicity=7 homo_lumo_gap_ha="0.0940 / 0.1796" charge=-2 homo_ev="1.67 / -0.82" fmax_ha_per_bohr=0.0657
Tb -0.466 0.453 -0.440
Cl -0.936 -2.110 -1.273
C 0.686 0.694 -2.273
H 1.489 1.384 -1.899
H 0.187 1.141 -3.116
H 1.161 -0.231 -2.556
Ba -3.382 -0.668 -1.409
C -4.799 -1.264 0.808
C -4.656 -0.778 -3.733
C -2.240 1.731 -1.023
H -4.459 0.288 -3.775
H -3.861 -1.460 -3.979
H -5.449 -1.120 -3.061
H -4.646 -0.239 1.129
H -5.560 -1.466 0.048
H -4.041 -2.006 1.004
H -2.348 2.247 -2.003
H -2.879 1.960 -0.119
C 3.260 1.936 3.111
C 2.050 2.360 2.521
C 1.396 1.553 1.592
C 1.974 0.276 1.240
C 1.417 -0.638 0.361
C 1.919 -1.825 -0.078
C 3.147 -2.236 0.526
C 3.744 -1.415 1.444
C 3.227 -0.150 1.846
C 3.830 0.717 2.783
H 3.758 2.576 3.840
H 1.613 3.324 2.789
H 0.443 1.958 1.159
H 1.417 -2.426 -0.820
H 3.541 -3.205 0.213
H 4.692 -1.733 1.913
H 4.771 0.371 3.231

# 2
16
Properties=species:S:1:pos:R:3 method="wB97M-V/def2-TZVPD" multiplicity=1 homo_lumo_gap_ha="0.3024 / 0.3023" charge=+2 homo_ev="-18.13 / -18.06" fmax_ha_per_bohr=0.0977 de_lowest_kcal_mol=129.62
C -0.083 0.271 -0.260
C -1.867 -0.652 0.286
C 0.680 1.146 0.686
C 1.158 -0.276 0.479
N -3.036 -0.108 -0.302
N 2.363 -0.687 -0.191
H 0.278 1.389 1.611
H 0.101 0.382 -1.280
H 1.265 1.874 0.119
H 0.984 -0.879 1.478
H -3.929 0.150 0.228
H -3.184 -0.996 -0.914
H -2.752 0.765 -0.788
H 2.795 0.120 -0.862
H 2.109 -1.531 -0.794
H 3.118 -0.968 0.504

# 3
17
Properties=species:S:1:pos:R:3 method="wB97M-V/def2-TZVPD" multiplicity=6 homo_lumo_gap_ha="0.2176 / 0.2266" charge=+1 homo_ev="-11.71 / -11.99" fmax_ha_per_bohr=0.1490
O 1.225 0.506 3.144
C 0.665 -0.227 2.293
O 0.945 -1.440 2.135
O -0.346 0.337 1.603
C -0.965 -0.411 0.559
Li 2.239 -1.112 3.588
H -1.999 -0.047 0.493
H -1.137 -1.428 0.931
C -0.054 -0.918 -0.980
C -0.255 0.478 -0.978
H -0.612 -1.838 -1.175
H 0.929 -1.194 -1.381
Mn -1.745 0.861 -2.826
O -0.282 2.021 -2.830
C 0.391 1.439 -1.809
H 1.410 1.140 -2.115
H -0.409 1.835 -0.652

# 4
21
Properties=species:S:1:pos:R:3 method="wB97M-V/def2-TZVPD" multiplicity=1 homo_lumo_gap_ha=0.3500 charge=0 homo_ev=-8.71 fmax_ha_per_bohr=0.0914 de_lowest_kcal_mol=73.08
C 1.032 3.102 -0.958
C 0.815 1.131 -0.501
C -1.308 -0.486 1.535
C -1.439 -1.508 -0.822
C 1.384 -1.227 0.345
C -1.112 -0.345 0.040
N 0.084 2.143 -0.803
N 2.226 2.749 -0.667
N 0.351 -0.150 0.010
O 2.115 1.437 -0.371
H 0.873 4.086 -1.323
H -0.474 -1.061 1.960
H -1.394 0.456 2.068
H -2.215 -1.147 1.848
H -1.181 -1.206 -1.937
H -2.530 -1.935 -0.858
H -0.786 -2.327 -0.490
H 2.311 -0.671 0.280
H 1.394 -1.605 1.309
H 1.420 -2.013 -0.434
H -1.566 0.576 -0.230

# 5
48
Properties=species:S:1:pos:R:3 method="wB97M-V/def2-TZVPD" multiplicity=1 homo_lumo_gap_ha=0.3362 charge=0 homo_ev=-8.68 fmax_ha_per_bohr=0.0009 de_lowest_kcal_mol=10.31 smiles="CO[C@@]1(C(=O)NC[C@H](CO)NC(=O)Cc2cc(Cl)n(C)n2)CCSC1"
C 0.124 3.038 2.496
O -0.720 2.045 3.066
C -1.920 1.795 2.336
C -1.553 1.104 1.010
O -1.966 1.479 -0.070
N -0.715 0.050 1.177
C -0.080 -0.638 0.070
C 1.312 -0.070 -0.244
C 2.013 -0.957 -1.263
O 1.111 -1.068 -2.360
N 2.038 0.047 1.016
C 3.336 -0.214 1.301
O 4.163 -0.615 0.504
C 3.730 0.024 2.762
C 2.613 0.174 3.743
C 1.658 -0.786 4.141
C 0.871 -0.107 5.039
Cl -0.490 -0.633 5.930
N 1.342 1.146 5.152
C 0.787 2.247 5.913
N 2.405 1.334 4.352
C -2.778 0.916 3.242
C -3.219 1.794 4.408
S -3.456 3.475 3.726
C -2.757 3.044 2.103
H 1.097 2.936 2.971
H 0.237 2.896 1.415
H -0.264 4.041 2.685
H -0.415 -0.153 2.118
H 0.016 -1.696 0.325
H -0.719 -0.547 -0.803
H 1.185 0.925 -0.685
H 2.962 -0.521 -1.565
H 2.218 -1.938 -0.819
H 1.580 -1.465 -3.099
H 1.514 0.484 1.758
H 4.380 -0.809 3.029
H 4.345 0.925 2.786
H 1.569 -1.817 3.844
H 0.552 1.919 6.923
H 1.544 3.024 5.948
H -0.114 2.624 5.428
H -3.640 0.566 2.671
H -2.221 0.044 3.591
H -4.150 1.445 4.849
H -2.454 1.825 5.181
H -2.177 3.877 1.712
H -3.538 2.818 1.382

# 6
22
Properties=species:S:1:pos:R:3 method="wB97M-V/def2-TZVPD" multiplicity=2 homo_lumo_gap_ha="0.4098 / 0.1218" charge=+1 homo_ev="-14.09 / -14.09" fmax_ha_per_bohr=0.0810 de_lowest_kcal_mol=30.72
C 2.232 -1.807 -1.111
C 1.686 -1.623 -2.546
H 3.106 -1.243 -1.126
H 1.540 -1.371 -0.399
H 2.361 -2.881 -0.975
H 1.473 -0.645 -2.901
H 0.763 -2.181 -2.965
H 2.434 -2.156 -3.233
C -0.829 0.581 1.021
C -1.619 0.617 2.256
C -1.867 0.676 -0.251
C 0.243 1.691 0.916
H -0.390 -0.359 1.041
H -1.975 -0.393 2.596
H -2.584 1.219 2.175
H -2.425 1.693 -0.133
H -1.288 0.759 -1.130
H -2.435 -0.230 -0.257
H 0.830 1.850 1.818
H 0.778 1.466 -0.043
H -0.221 2.658 0.691
H -1.044 0.996 3.128

# 7
21
Properties=species:S:1:pos:R:3 method="wB97M-V/def2-TZVPD" multiplicity=1 homo_lumo_gap_ha=0.3585 charge=0 homo_ev=-9.06 fmax_ha_per_bohr=0.1080 de_lowest_kcal_mol=64.50 smiles=C[C@H](N)CCN.O
C -1.431 -1.456 1.714
C -1.080 -0.370 0.735
N -1.433 -0.691 -0.651
C 0.319 0.140 1.105
C 0.792 1.524 0.486
N 0.112 2.669 0.859
H -0.747 -1.520 2.606
H -1.421 -2.478 1.311
H -2.275 -1.190 2.184
H -1.626 0.552 0.842
H -0.621 -1.176 -1.077
H -1.523 0.254 -1.118
H 0.418 0.272 2.187
H 1.000 -0.622 0.940
H 0.811 1.252 -0.681
H 1.727 1.605 0.945
H -0.715 2.637 1.360
H -0.147 3.123 0.002
O 2.580 -1.072 -4.538
H 3.242 -1.694 -4.888
H 2.016 -1.759 -4.324

# 8
102
Properties=species:S:1:pos:R:3 method="wB97M-V/def2-TZVPD" multiplicity=1 homo_lumo_gap_ha=0.2325 charge=+1 homo_ev=-10.06 fmax_ha_per_bohr=0.0864 de_lowest_kcal_mol=0.00
F 6.160 -0.705 4.340
C 5.316 0.125 3.636
C 5.798 1.371 3.224
C 4.896 2.220 2.577
F 5.334 3.449 2.134
C 3.570 1.887 2.375
C 3.108 0.626 2.822
C 1.700 0.340 2.714
C 1.162 -0.904 2.592
C -0.236 -1.145 2.784
C -0.643 -2.319 3.588
C -1.815 -2.237 4.353
C -1.978 -3.140 5.402
F -3.020 -2.952 6.282
C -1.075 -4.176 5.661
C -0.003 -4.295 4.777
F 0.950 -5.256 5.041
C 0.192 -3.445 3.685
C 4.009 -0.292 3.417
H 6.822 1.675 3.413
H 2.860 2.553 1.881
H 1.053 1.219 2.846
H 1.781 -1.785 2.403
H -0.832 -0.260 2.993
H -2.523 -1.432 4.171
H -1.185 -4.842 6.502
H 1.004 -3.607 2.984
H 3.654 -1.275 3.740
C -3.634 5.443 -0.548
C -2.638 4.327 -0.710
C -2.086 4.034 -1.955
C -1.174 2.987 -2.144
C -0.691 2.748 -3.542
C -0.813 2.207 -1.030
N -0.008 1.023 -1.157
C 1.214 0.903 -1.816
C 2.046 2.035 -2.182
C 2.854 1.942 -3.340
C 3.537 3.068 -3.800
C 3.478 4.268 -3.075
C 2.764 4.336 -1.873
C 2.078 3.216 -1.406
N 1.546 -0.358 -1.978
N 0.547 -1.095 -1.368
C 0.685 -2.524 -1.287
C 1.853 -3.011 -0.676
C 2.890 -2.086 -0.131
C 2.020 -4.394 -0.562
C 1.086 -5.287 -1.087
C 1.318 -6.767 -1.027
C -0.056 -4.776 -1.703
C -0.280 -3.400 -1.818
C -1.503 -2.952 -2.545
C -0.357 -0.275 -0.810
C -1.409 -0.749 0.069
O -1.068 -1.449 1.117
C -2.793 -0.507 -0.187
C -3.766 -0.912 0.853
C -3.238 0.219 -1.358
C -2.596 0.139 -2.611
C -3.142 0.724 -3.758
C -4.282 1.531 -3.655
C -4.903 1.693 -2.408
C -4.417 1.015 -1.291
C -1.290 2.539 0.241
C -0.815 1.880 1.485
C -2.229 3.566 0.381
H -3.999 5.478 0.485
H -3.185 6.421 -0.782
H -4.498 5.311 -1.216
H -2.398 4.617 -2.825
H -0.529 1.686 -3.755
H -1.452 3.114 -4.248
H 0.236 3.301 -3.756
H 2.891 0.985 -3.868
H 4.109 3.007 -4.730
H 4.001 5.150 -3.443
H 2.728 5.266 -1.298
H 1.547 3.244 -0.451
H 3.722 -2.683 0.268
H 3.264 -1.398 -0.899
H 2.510 -1.473 0.695
H 2.916 -4.770 -0.066
H 0.425 -7.309 -1.347
H 2.148 -7.070 -1.677
H 1.570 -7.083 -0.010
H -0.794 -5.462 -2.128
H -2.057 -3.840 -2.878
H -2.186 -2.375 -1.909
H -1.261 -2.368 -3.443
H -4.758 -1.088 0.418
H -3.410 -1.814 1.365
H -3.882 -0.100 1.594
H -1.676 -0.439 -2.686
H -2.660 0.560 -4.728
H -4.675 2.039 -4.539
H -5.779 2.342 -2.303
H -4.921 1.115 -0.324
H -0.308 2.616 2.127
H -1.658 1.485 2.069
H -0.127 1.066 1.270
H -2.641 3.770 1.372